50
Properties=species:S:1:pos:R:3:forces:R:3 method="wB97M-V/def2-TZVPD" e_homo_ev=-9.034 lumo_ev=-0.19 gap_ev=8.847
O -4.322 -0.438 2.121 -0.10 0.18 -0.60
O 2.426 -0.940 -0.351 0.39 -0.62 -1.01
O -1.325 -1.936 -1.402 1.54 0.09 1.45
F -3.719 1.775 -5.584 -0.58 0.29 -0.50
O -0.273 -2.323 0.604 0.49 2.43 -1.03
C -3.252 -0.028 1.703 -1.76 -1.12 0.27
C 2.128 -0.268 0.605 -1.53 -0.62 -0.65
C -0.631 -1.558 -0.470 -0.97 0.48 -0.46
C -3.673 0.052 -0.789 1.29 -0.25 3.17
C -2.109 0.187 2.500 3.18 2.15 -0.76
C -2.832 0.215 0.322 -2.91 0.18 -5.66
C -1.127 0.715 1.682 -0.88 -1.38 3.04
C 5.095 0.209 3.685 -0.36 0.94 -0.36
C 4.258 1.314 3.327 0.91 -1.90 -0.40
C 5.028 -1.022 3.020 -2.15 1.31 0.24
C -2.437 2.466 -3.720 0.01 -0.33 0.33
C -2.130 0.284 -4.686 -0.79 -0.07 -0.08
C 3.343 1.156 2.280 0.58 0.53 0.88
C 3.943 -1.180 2.133 0.41 0.12 -0.84
C -1.481 2.186 -2.728 -0.20 -0.72 -1.22
C -1.193 0.014 -3.696 -0.19 -0.06 -0.78
C -2.799 1.516 -4.673 1.81 -0.63 1.27
C 3.148 -0.092 1.687 0.09 0.29 1.25
C -0.843 0.948 -2.724 0.06 -0.27 0.15
N 0.816 0.240 0.669 1.75 0.40 1.16
C -0.393 -3.700 0.452 0.56 -1.14 -0.31
C 0.326 0.750 1.960 -0.41 0.04 -0.16
C 0.243 0.574 -1.747 -0.38 -0.53 0.55
C -1.446 0.779 0.236 -0.01 -1.13 1.30
C -0.241 -0.016 -0.349 0.78 -0.47 -0.47
H -4.658 -0.387 -0.617 0.19 0.23 0.09
H -3.425 0.241 -1.824 0.42 0.13 0.12
H -2.048 0.017 3.558 0.09 -0.16 0.16
H 5.808 0.353 4.489 0.06 -0.02 -0.09
H 4.397 2.263 3.823 -0.09 0.02 -0.01
H 5.639 -1.852 3.323 0.15 -0.18 -0.08
H -2.914 3.420 -3.715 -0.33 0.52 -0.13
H -2.406 -0.493 -5.422 0.22 0.62 0.41
H 2.825 2.070 1.992 -0.18 -0.47 -0.26
H 3.777 -2.168 1.706 -0.08 0.26 -0.11
H -1.185 2.940 -2.023 -0.06 0.32 0.17
H -0.714 -0.960 -3.743 0.02 0.21 0.26
H 0.135 -4.072 -0.430 -0.17 0.25 -0.15
H -1.423 -3.957 0.398 -0.83 -0.51 -0.04
H 0.100 -4.163 1.298 -0.17 0.05 0.33
H 0.654 1.768 2.229 0.15 -0.33 -0.27
H 0.575 0.053 2.768 0.04 0.30 -0.03
H 0.882 1.439 -1.535 -0.19 -0.12 0.16
H 0.870 -0.177 -2.219 0.15 0.02 0.10
H -1.417 1.787 -0.121 -0.03 0.67 -0.40


14
Properties=species:S:1:pos:R:3:forces:R:3 method="wB97M-V/def2-TZVPD" total_charge=-1 e_homo_ev=-3.381 lumo_ev=3.73 gap_ev=7.113 relative_energy_ev=1.1408
C 0.368 -0.229 -0.092 -0.59 -5.57 -1.06
H -1.062 -1.440 0.956 -0.14 0.37 0.01
F 0.261 2.342 0.468 0.01 -0.02 0.08
C -0.901 -0.369 0.752 0.28 0.02 0.80
H -0.681 0.132 1.711 -0.43 0.15 -0.47
N 1.518 -0.017 0.758 1.09 1.00 -0.95
H 2.239 0.338 0.104 -0.23 -0.06 1.09
H 1.827 -0.930 1.100 -0.02 0.36 -0.40
N 0.113 0.400 -1.365 1.76 1.02 -0.40
H -0.134 -0.323 -2.043 0.26 0.19 0.31
H 1.034 0.778 -1.647 -1.02 0.28 -0.15
C -2.094 0.168 0.114 -0.94 0.77 -0.10
N -3.070 0.587 -0.344 0.75 -0.62 0.34
H 0.582 -1.437 -0.472 -0.78 2.09 0.89


43
Properties=species:S:1:pos:R:3:forces:R:3 method="wB97M-V/def2-TZVPD" e_homo_ev=-9.018 lumo_ev=0.69 gap_ev=9.703 relative_energy_ev=0.0000
O 1.274 3.081 4.838 0.21 0.10 -0.12
C 0.279 2.430 4.997 0.05 -0.04 -0.12
O -0.443 2.473 6.123 -0.48 -0.10 0.47
H -0.050 3.095 6.756 0.14 -0.04 -0.29
C -0.326 1.480 3.995 0.14 0.07 -0.10
C 0.564 1.333 2.763 0.10 0.26 0.26
N -0.033 0.450 1.786 0.06 0.23 0.32
C -1.110 0.818 1.008 -0.06 -0.39 0.00
O -1.680 1.873 1.090 -0.13 0.28 -0.03
C -1.405 -0.323 0.054 -0.28 0.17 -0.10
C -0.396 -1.412 0.415 0.16 -0.30 0.04
C 0.419 -0.833 1.555 -0.30 -0.10 -0.06
O 1.316 -1.357 2.158 0.21 -0.18 0.07
H -0.863 -2.349 0.724 0.03 0.10 0.05
C 0.548 -1.683 -0.790 0.07 -0.06 0.02
C -0.335 -2.046 -1.951 -0.10 -0.09 -0.06
C -0.294 -3.224 -2.668 -0.01 0.05 0.07
C -1.178 -3.406 -3.721 -0.04 -0.08 -0.09
C -2.093 -2.420 -4.048 -0.06 -0.06 -0.10
C -2.138 -1.236 -3.327 0.03 0.02 0.08
C -1.257 -1.052 -2.280 -0.08 -0.11 -0.05
C -1.165 0.164 -1.402 -0.05 0.07 -0.02
C 0.264 0.635 -1.442 0.11 0.07 -0.09
C 0.690 1.917 -1.727 -0.04 -0.05 0.04
C 2.047 2.202 -1.684 0.07 0.10 -0.02
C 2.961 1.215 -1.357 0.11 0.06 -0.01
C 2.535 -0.072 -1.067 -0.06 -0.02 0.03
C 1.185 -0.358 -1.113 0.11 0.07 -0.09
H 3.245 -0.841 -0.802 0.08 -0.09 0.04
H 4.015 1.450 -1.323 0.09 0.03 0.00
H 2.390 3.201 -1.904 0.04 0.09 -0.02
H -0.027 2.687 -1.971 -0.08 0.09 -0.02
H -1.876 0.947 -1.670 0.04 -0.04 0.01
H -2.851 -0.466 -3.581 -0.08 0.09 -0.03
H -2.776 -2.572 -4.870 -0.05 -0.02 -0.08
H -1.151 -4.324 -4.290 0.00 -0.07 -0.06
H 0.421 -3.993 -2.413 0.08 -0.08 0.03
H 1.278 -2.454 -0.543 -0.03 0.04 -0.01
H -2.444 -0.644 0.159 0.08 0.04 0.06
H 1.532 0.907 3.037 -0.11 0.10 -0.09
H 0.716 2.312 2.302 0.04 -0.14 0.03
H -0.486 0.516 4.482 -0.04 0.02 0.00
H -1.301 1.877 3.703 0.00 -0.05 0.06


44
Properties=species:S:1:pos:R:3:forces:R:3 method="wB97M-V/def2-TZVPD" e_homo_ev=-8.322 lumo_ev=0.63 gap_ev=8.955
O 4.534 1.127 1.420 1.45 -0.29 -0.84
F -4.674 -3.856 -2.778 0.59 1.01 -0.72
Cl -2.218 -3.762 -4.834 -0.89 1.29 1.39
C 3.540 0.460 1.593 -0.73 1.38 2.85
C 1.103 0.284 0.578 0.33 1.84 -0.27
C 0.850 2.424 -0.147 0.05 -1.83 0.56
C 2.339 0.904 0.855 -4.27 -0.39 -1.58
C 0.154 1.218 -0.040 1.64 -0.77 0.06
C -4.443 -1.706 -1.887 -0.03 1.06 0.49
C -3.638 -0.569 -1.676 1.10 0.02 -0.70
C -1.990 -1.376 -3.390 -1.99 -0.97 0.20
C -4.005 -2.655 -2.819 1.31 -1.06 -0.54
C -2.785 -2.512 -3.651 -1.47 -0.18 1.44
C -2.398 -0.468 -2.416 0.46 1.90 1.15
N 2.123 2.194 0.354 0.87 0.38 0.33
N 3.448 -0.372 2.755 1.62 2.20 -1.72
N -2.589 2.775 -1.597 2.57 -1.09 -0.10
N -2.028 2.134 -0.422 -1.36 1.24 2.27
C 4.717 -0.610 3.477 -0.16 0.17 -0.94
C 2.008 -2.066 3.344 -2.28 -0.99 2.37
C 2.278 -0.586 3.545 -0.90 -1.03 -1.33
C -1.789 2.100 -2.683 0.77 0.50 0.11
C -1.255 0.942 -0.594 1.05 -0.02 0.54
C -1.342 0.700 -2.110 -2.93 0.46 0.72
H 0.941 -0.714 0.821 -0.60 -1.57 0.34
H 0.392 3.368 -0.462 0.97 -0.27 0.03
H -5.391 -1.768 -1.241 1.56 -0.53 -1.40
H -3.952 0.208 -0.907 0.68 -1.09 -1.13
H -1.104 -1.182 -3.955 0.47 -0.13 -0.18
H 2.928 2.767 0.191 0.07 0.60 0.20
H -3.536 2.475 -1.718 -0.61 -0.35 0.23
H -1.746 2.699 0.424 -0.70 -0.39 -2.06
H 5.324 -1.303 2.934 0.30 -0.70 -0.33
H 4.583 -0.968 4.473 -0.70 -0.57 0.51
H 5.356 0.235 3.606 0.06 1.19 -0.27
H 2.065 -2.463 2.312 -0.13 0.55 0.63
H 2.663 -2.639 4.022 0.19 0.07 -0.66
H 0.999 -2.262 3.839 0.80 -0.19 -1.03
H 2.499 -0.363 4.563 0.29 -0.01 0.91
H 1.396 0.044 3.343 0.59 -0.15 -0.68
H -0.954 2.787 -3.103 -1.07 -1.26 1.17
H -2.395 1.841 -3.522 -0.74 0.35 -0.71
H -1.626 0.026 -0.075 -0.11 0.64 -0.15
H -0.383 0.488 -2.422 1.88 -0.99 -1.16


7
Properties=species:S:1:pos:R:3:forces:R:3 method="wB97M-V/def2-TZVPD" e_homo_ev=-9.673 lumo_ev=0.36 gap_ev=10.033 relative_energy_ev=0.2070
O -6.689 -0.410 -0.470 0.82 -0.88 0.30
H -6.363 -1.152 -1.029 -0.33 0.79 0.64
H -6.214 -0.517 0.385 -0.49 0.09 -0.94
S 0.000 0.000 0.000 0.54 0.02 0.01
S -0.359 0.787 1.840 -0.50 0.34 0.68
H 1.254 0.499 -0.038 -0.15 -0.29 -0.34
H -0.121 -0.243 2.679 0.10 -0.07 -0.35


20
Properties=species:S:1:pos:R:3:forces:R:3 method="wB97M-V/def2-TZVPD" total_charge=-1 e_homo_ev=-3.361 lumo_ev=3.81 gap_ev=7.173 relative_energy_ev=4.1394
C 0.507 -1.351 1.266 1.13 2.63 0.72
C -0.979 -0.140 -0.411 -3.11 -1.24 -0.96
C 0.428 -2.003 -1.029 0.71 -2.45 2.65
C -0.506 3.830 1.427 -0.32 1.06 -1.89
C 0.338 -0.731 -0.152 2.24 -0.82 -0.56
N 0.062 2.746 1.008 -0.17 0.58 -0.41
O 0.247 2.571 -0.290 0.11 0.09 0.24
O 1.386 0.181 -0.595 -1.36 0.49 0.89
H 1.335 -2.004 1.258 1.20 -0.83 -0.23
H 0.732 -0.690 2.150 -0.59 -0.02 -1.12
H -0.315 -1.952 1.496 -1.63 -0.82 0.41
H -1.182 0.754 0.110 -0.28 0.77 1.13
H -1.855 -0.916 -0.330 1.50 1.27 0.38
H -1.076 0.185 -1.443 0.40 -0.05 -0.39
H 0.284 -1.803 -2.052 -0.22 0.16 -1.32
H 1.415 -2.609 -0.847 -1.50 1.42 -0.55
H -0.366 -2.732 -0.594 0.99 1.08 -1.16
H -0.605 3.949 2.456 -0.11 -0.13 1.79
H -0.903 4.758 0.856 0.82 -1.76 0.11
H 1.017 1.192 -0.514 0.20 -1.42 0.27


11
Properties=species:S:1:pos:R:3:forces:R:3 method="wB97M-V/def2-TZVPD" e_homo_ev=-10.231 lumo_ev=-0.27 gap_ev=9.960 relative_energy_ev=2.2899
C 1.333 -0.100 -2.136 0.02 0.02 -0.03
C 0.758 -0.357 -0.820 -0.19 -0.02 0.47
C 0.296 -0.529 0.281 0.24 0.07 -0.48
C -0.256 -0.624 1.619 0.20 -0.28 0.26
O 0.182 -1.362 2.478 -0.24 0.33 -0.40
C -1.380 0.277 1.854 -0.53 0.45 0.13
C -2.290 1.050 2.013 0.45 -0.37 -0.09
H 1.025 -0.865 -2.855 0.03 0.08 0.13
H 2.425 -0.102 -2.076 -0.15 -0.01 -0.03
H 1.002 0.875 -2.507 0.06 -0.15 0.04
H -3.094 1.739 2.150 0.11 -0.12 0.01